Computed, not measured: a cluster of 3 separate species, C3H11N2OS in total, with wB97M-V/def2-TZVPD.

Properties
Expectation value of S²: 2.00
Electronic energy: -703.355785 Eh
Charge: +1
LUMO level (alpha / beta): -3.288 / -5.536 eV
HOMO-LUMO gap (alpha / beta): 5.5 / 8.4 eV
F_max: 5.35 eV/A
Multiplicity: 3

Geometry (Å):
S1 -4.0775 1.3442 -3.1377
O1 -2.6278 1.6026 -2.4559
N1 -1.1550 0.2075 -0.3801
N2 2.7961 -0.9448 -0.4125
C1 -0.2791 0.0640 0.3768
C2 0.3836 -0.9701 2.5514
C3 0.7430 -0.1825 1.1992
H1 -0.3701 -1.7842 2.2169
H2 1.1873 0.7314 1.6438
H3 -1.6442 0.3184 -1.2148
H4 1.2662 -1.4863 2.9095
H5 -4.5946 2.3692 -2.3478
H6 2.4393 -1.4132 -1.2825
H7 -0.2019 -0.3407 3.2523
H8 -2.0818 2.3080 -2.9115
H9 3.5647 -1.3541 0.0121
H10 1.5705 -0.5595 0.5357
H11 3.0814 0.0901 -0.5552

Atoms 1-2, force components in eV/Å:
S -4.219 -0.642 -1.572
O 4.375 1.141 1.356

***

Computed, not measured: a structure of composition C19H32IN4O3Si2Tc, with wB97M-V/def2-TZVPD.

Properties
Expectation value of S²: 3.78
Electronic energy: -2145.347333 Eh
Relative energy (zero: lowest compared OMol25 entry of this formula, charge and spin): 0.037 eV
Charge: +1
LUMO level (alpha / beta): -2.772 / -3.756 eV
HOMO-LUMO gap (alpha / beta): 8.8 / 7.7 eV
F_max: 0.27 eV/A
Multiplicity: 4

Geometry (Å):
I1 2.0692 -4.7191 -1.5332
Tc1 0.0074 -0.4845 0.3521
Si1 -2.1608 0.7705 0.3139
Si2 -0.3834 0.0699 -2.0981
O1 0.4519 -3.7570 2.8071
O2 1.9448 -1.3827 -0.5186
O3 0.3557 -1.6636 2.0286
N1 0.9485 1.1873 1.2709
N2 -0.9177 -2.3904 -0.1686
N3 -0.5342 4.1636 -1.3648
N4 2.9838 -2.4294 1.2062
C1 -2.2915 1.5220 -3.7248
C2 -3.4238 2.3027 -3.8971
C3 -3.8647 2.1934 -1.5352
C4 0.0111 -2.9352 2.0451
C5 1.9125 3.3644 1.2442
C6 -1.9279 1.0715 -2.4527
C7 -3.4285 -0.4662 0.9664
C8 1.3227 2.2899 0.6073
C9 -2.0517 2.1777 1.5507
C10 2.1205 3.3048 2.6103
C11 -4.2119 2.6391 -2.8008
C12 1.1242 1.0170 -2.7159
C13 -1.0606 -3.2752 1.0149
C14 2.7359 -2.2429 -0.0833
C15 3.4329 -3.1416 -1.0618
C16 1.1463 1.1310 2.6036
C17 1.7264 2.1670 3.3011
C18 -0.4619 -1.5221 -3.1034
C19 -2.7210 1.4110 -1.3504
H1 -1.3619 -2.1135 -2.9187
H2 -0.2944 -2.8267 -0.8494
H3 -1.7833 1.8232 2.5480
H4 3.5600 -3.1965 1.5104
H5 -3.0281 2.6649 1.6262
H6 3.6355 -2.6096 -1.9842
H7 1.1140 2.3142 -0.4486
H8 -3.6969 2.6519 -4.8845
H9 -1.8093 -2.2793 -0.6404
H10 1.0673 2.0730 -2.4500
H11 -3.6239 -1.2883 0.2735
H12 -2.0349 -3.0952 1.4696
H13 2.3728 -1.9957 1.8912
H14 0.4157 -2.1560 -2.9531
H15 2.1859 4.2348 0.6661
H16 -1.3679 3.7103 -1.7288
H17 1.8632 2.0788 4.3691
H18 -1.3255 2.9292 1.2348
H19 -0.9925 -4.3260 0.7429
H20 2.0531 0.5884 -2.3355
H21 -0.8547 4.9030 -0.7483
H22 -0.0935 4.6277 -2.1524
H23 -4.4908 2.4619 -0.6904
H24 -3.1399 -0.8797 1.9354
H25 4.3319 -3.6030 -0.6665
H26 2.5766 4.1341 3.1344
H27 0.8286 0.2210 3.0940
H28 -4.3812 0.0531 1.1057
H29 -1.6873 1.2702 -4.5902
H30 -5.0966 3.2472 -2.9383
H31 1.1493 0.9613 -3.8079
H32 -0.4857 -1.2514 -4.1625

Atoms 1-2, force components in eV/Å:
I -0.005 0.004 0.000
Tc -0.079 0.071 -0.080

***

Computed, not measured: a structure of composition C6H8KLiO6, with wB97M-V/def2-TZVPD.

Properties
Electronic energy: -1292.353779 Eh
Relative energy (zero: lowest compared OMol25 entry of this formula, charge and spin): 0.816 eV
LUMO level: -0.664 eV
HOMO-LUMO gap: 7.3 eV
F_max: 1.95 eV/A

Geometry (Å):
K1 -1.4626 -2.5204 2.7832
O1 2.5224 -1.5459 0.7229
O2 0.7996 -2.8359 1.2094
O3 -2.9045 -0.7131 0.8543
O4 -1.1671 0.4853 -3.3157
O5 1.1331 -1.0135 2.4216
O6 -3.0922 0.7063 -2.3209
C1 -1.8620 1.2261 -2.6014
C2 2.3923 0.8867 0.5083
C3 1.4524 -1.8053 1.5031
C4 -2.5148 -0.1190 -0.1380
C5 -3.4139 0.7731 -0.9489
C6 3.2217 -0.3195 0.9083
Li1 -0.0310 1.9934 -3.1412
H1 2.9206 1.5096 -0.2311
H2 4.1095 -0.4007 0.2705
H3 -3.3662 1.8022 -0.5644
H4 -4.4437 0.3961 -0.8367
H5 2.2556 1.5299 1.3909
H6 3.5467 -0.2329 1.9533
H7 1.4132 0.5146 0.1319
H8 -1.5088 -0.3173 -0.5593

Atoms 1-2, force components in eV/Å:
K 0.811 0.384 -0.600
O 0.773 -0.056 -0.609

***

Computed, not measured: a cluster of 2 separate species, C7H15N2O in total, with wB97M-V/def2-TZVPD.

Properties
Expectation value of S²: 2.01
Electronic energy: -459.950795 Eh
Relative energy (zero: lowest compared OMol25 entry of this formula, charge and spin): 3.242 eV
Charge: +1
LUMO level (alpha / beta): -2.457 / -7.773 eV
HOMO-LUMO gap (alpha / beta): 6.1 / 7.3 eV
F_max: 11.01 eV/A
Multiplicity: 3

Geometry (Å):
O1 -2.3819 0.1898 -1.3349
N1 -3.3100 0.4445 -3.4221
N2 -0.1995 0.2287 0.1430
C1 -2.9683 0.1991 -2.3283
C2 0.3886 -0.7011 1.2176
C3 1.7762 -0.1654 1.4790
C4 2.1433 0.5923 0.1412
C5 -1.0471 1.2231 0.7301
C6 0.8820 0.7076 -0.6581
C7 0.4335 -2.1253 0.6741
H1 -0.9169 -0.4213 -0.3350
H2 1.3876 -2.1051 0.1335
H3 1.7824 0.6404 2.2678
H4 -0.4315 2.0787 0.9884
H5 0.6917 1.8279 -0.8596
H6 -3.8483 0.1339 -4.2230
H7 2.4346 -1.0342 1.5929
H8 -0.4120 -2.3699 -0.0283
H9 0.5411 -2.8094 1.5683
H10 -0.3564 -0.6048 2.0094
H11 2.8006 1.4828 0.4883
H12 0.8668 0.3173 -1.6917
H13 2.9451 -0.0348 -0.3291
H14 -1.3730 0.8493 1.7943
H15 -1.8286 1.4559 -0.0178

Atoms 1-2, force components in eV/Å:
O 4.059 2.082 4.310
N 0.196 5.260 -9.672

***

Computed, not measured: a cluster of 3 separate species, C5H8O2 in total, with wB97M-V/def2-TZVPD.

Properties
Electronic energy: -345.468213 Eh
Relative energy (zero: lowest compared OMol25 entry of this formula, charge and spin): 9.163 eV
LUMO level (alpha / beta): -1.020 / -0.153 eV
HOMO-LUMO gap (alpha / beta): 7.3 / 9.1 eV
F_max: 2.41 eV/A

Geometry (Å):
O1 0.0152 0.1512 0.2353
O2 -0.2400 -1.0112 -1.9007
C1 1.8649 -0.8890 0.3528
C2 -0.2934 -1.0069 -0.7092
C3 -2.0328 0.4451 0.2786
C4 -2.9975 0.2396 0.9953
C5 0.3995 1.4279 -0.3994
H1 0.3390 2.1538 0.4046
H2 1.4016 1.3323 -0.8087
H3 2.2119 -0.1669 1.0799
H4 -3.9005 0.2082 1.5587
H5 -0.5216 -1.8324 -0.0340
H6 2.3718 -0.8571 -0.6043
H7 1.6692 -1.8769 0.7490
H8 -0.2871 1.6822 -1.1978

Atoms 1-2, force components in eV/Å:
O -0.404 -1.130 -2.091
O 0.049 0.665 2.085

***

Computed, not measured: a structure of composition C17H28AlN2, with wB97M-V/def2-TZVPD.

Properties
Electronic energy: -1016.096775 Eh
Charge: +1
LUMO level: -5.841 eV
HOMO-LUMO gap: 2.7 eV
F_max: 0.50 eV/A

Geometry (Å):
Al1 2.1690 4.2498 0.6805
N1 -0.6927 -0.5459 -1.8956
N2 -0.3535 -4.9081 3.5346
C1 0.7777 -4.4108 3.0023
C2 -0.7480 0.5044 -2.9478
C3 0.0778 -1.0967 0.2739
C4 0.5277 3.4229 -2.3618
C5 -0.9407 3.6944 -1.9394
C6 -1.5486 -4.6149 2.9992
C7 -1.4087 2.9951 -0.6476
C8 1.5549 4.5658 -2.2764
C9 -1.2930 -1.7368 -2.0137
C10 -0.2555 -5.7868 4.7227
C11 0.7387 -3.5858 1.9042
C12 2.6767 4.1686 -1.2856
C13 -0.0038 -0.2248 -0.7869
C14 -1.6490 -3.7963 1.8959
C15 -1.2515 -2.6511 -0.9813
C16 -0.5627 -2.3253 0.1845
C17 -0.4925 -3.2648 1.3337
H1 0.9527 2.6480 -1.6948
H2 -1.2155 0.1404 -3.8571
H3 1.6651 -3.1915 1.5094
H4 -1.5879 3.7113 0.1580
H5 -1.7440 -3.6056 -1.1048
H6 1.7011 -4.6893 3.4913
H7 -1.0776 4.7715 -1.7896
H8 1.9621 4.7852 -3.2766
H9 -1.8115 -1.9249 -2.9431
H10 2.6902 5.6150 1.3768
H11 -2.4134 -5.0402 3.4878
H12 2.9428 3.1157 -1.4950
H13 0.2933 -6.6866 4.4559
H14 -2.3310 2.4014 -0.7830
H15 0.5281 4.1790 0.7217
H16 -1.2578 -6.0479 5.0459
H17 -1.6125 3.4204 -2.7668
H18 -0.6222 2.3537 -0.2524
H19 0.2595 -5.2533 5.5175
H20 0.2769 0.8065 -3.1409
H21 0.5350 2.9967 -3.3786
H22 0.4751 0.7415 -0.7880
H23 3.5975 4.7384 -1.4725
H24 0.6296 -0.7938 1.1542
H25 -2.6291 -3.5554 1.5080
H26 2.7481 2.8910 1.4248
H27 -1.2903 1.3475 -2.5405
H28 1.0133 5.4726 -1.9630

Atoms 1-2, force components in eV/Å:
Al -0.052 0.106 -0.029
N 0.162 0.173 0.086